# 1
# C30H70IN2O23S7

A 8-piece molecular cluster, C30H70IN2O23S7 overall (ωB97M-V/def2-TZVPD, OMol25).

As for the energy: -6109.85311 Ha. The calculation puts the LUMO energy at -2.37 eV.

The geometry in ORCA input format:
```
! wB97M-V def2-TZVPD RIJCOSX def2/J DEFGRID3
* xyz 1 1
C 0.41553 -3.73144 -5.08368
C 1.18410 -4.51225 -3.98777
C 1.49992 -3.63629 -2.76131
I 1.98693 -4.80951 -1.02562
C 2.57065 -2.62486 -3.02579
C 3.28258 -2.50308 -4.15819
N 4.14638 -1.43241 -3.99984
C 5.06498 -0.95252 -5.03519
O 4.34943 -0.75683 -6.23140
C 4.46231 -1.80436 -7.11506
C 3.96887 -1.49126 -8.51041
O 4.87333 -2.89798 -6.82147
C 3.95208 -0.92549 -2.79840
N 3.02224 -1.62036 -2.18768
H 0.63065 -4.13282 -6.07894
H 0.76344 -2.68800 -5.11883
H -0.65966 -3.69733 -4.89737
H 2.08742 -4.97127 -4.40228
H 0.51898 -5.31024 -3.64462
H 0.58284 -3.07982 -2.53255
H 3.18666 -3.10270 -5.04667
H 5.39639 0.04099 -4.71264
H 5.96131 -1.56545 -5.13599
H 2.88622 -1.31126 -8.41333
H 4.38988 -0.55830 -8.89355
H 4.09281 -2.33670 -9.18179
H 4.45935 -0.06183 -2.38763
H 2.62423 -1.46697 -1.25941
O -2.38052 -0.56956 -8.51445
S -1.67853 0.29197 -9.41529
O -0.49621 -0.16066 -10.08908
O -1.35346 1.66424 -8.66795
C -0.62816 1.59054 -7.43119
C 0.83641 1.25810 -7.64726
C -2.79613 0.93484 -10.61094
H -1.10256 0.87156 -6.75949
H -0.71396 2.57028 -6.96445
H 0.95458 0.25520 -8.05719
H 1.38461 1.30395 -6.70481
H 1.28712 1.95233 -8.35685
H -3.68128 1.30826 -10.10330
H -3.05886 0.11609 -11.27935
H -2.29878 1.72507 -11.16764
O 1.18330 -0.52983 -0.02222
S 1.14269 0.85749 0.35922
O 2.25568 1.48215 1.00426
O -0.16193 1.11849 1.21123
C -0.38095 0.32267 2.40376
C 0.52600 0.72301 3.54895
C 0.70154 1.82003 -1.04967
H -0.27510 -0.73789 2.16821
H -1.41841 0.48615 2.68846
H 1.57007 0.51196 3.31984
H 0.26623 0.17545 4.45307
H 0.44732 1.79300 3.74454
H -0.16504 1.37207 -1.52947
H 1.55292 1.81879 -1.72921
H 0.48860 2.83668 -0.72932
O 4.40372 3.32883 -1.91025
S 3.74104 4.56383 -1.59393
O 2.42524 4.84897 -2.08193
O 4.70605 5.77314 -1.95955
C 5.20807 5.86867 -3.30705
C 4.14796 6.32745 -4.29004
C 3.74147 4.78464 0.15166
H 5.64494 4.91551 -3.61198
H 6.01546 6.59785 -3.27822
H 3.35354 5.58841 -4.38989
H 4.58595 6.48602 -5.27561
H 3.68655 7.25461 -3.95026
H 4.74248 4.60153 0.53258
H 3.04015 4.06292 0.56931
H 3.41422 5.79673 0.37599
O 1.22231 -0.14681 6.65031
S 1.53763 -0.99088 7.76566
O 1.20092 -2.37917 7.75537
O 0.96964 -0.32322 9.09270
C -0.43772 -0.00202 9.15188
C -1.29683 -1.24115 9.31453
C 3.24894 -0.83296 8.15164
H -0.73488 0.57140 8.27176
H -0.57365 0.64539 10.01691
H -1.23518 -1.88169 8.43513
H -2.34313 -0.96958 9.45968
H -0.96056 -1.83012 10.16821
H 3.50853 0.22153 8.19209
H 3.80551 -1.32976 7.35967
H 3.43972 -1.32149 9.10356
O -1.79646 -3.16611 -12.96864
S -0.50816 -3.57477 -12.49567
O 0.64310 -3.51620 -13.34244
O -0.62891 -5.04816 -11.88957
C -1.15957 -6.08728 -12.73390
C -0.17572 -6.52702 -13.80131
C -0.14604 -2.73103 -10.99614
H -2.10399 -5.76421 -13.17636
H -1.38206 -6.92734 -12.07769
H 0.02004 -5.72614 -14.51304
H -0.56983 -7.37978 -14.35446
H 0.77911 -6.80192 -13.35211
H -1.00349 -2.79816 -10.33262
H 0.05358 -1.70241 -11.25031
H 0.73598 -3.18180 -10.54587
O -2.65051 1.95454 11.70998
S -2.35220 1.10611 12.82609
O -2.69610 -0.28010 12.82373
O -2.91578 1.77821 14.15295
C -4.31966 2.10565 14.20103
C -5.19737 0.87870 14.35663
C -0.63796 1.24702 13.21191
H -4.60007 2.68162 13.31620
H -4.44885 2.75721 15.06356
H -5.13898 0.23563 13.47898
H -6.23907 1.17055 14.49034
H -4.87809 0.28642 15.21462
H -0.36729 2.29893 13.25027
H -0.08576 0.74276 12.42099
H -0.45165 0.75869 14.16487
O -7.84694 0.72831 10.13365
S -6.81778 0.42384 9.18837
O -5.60723 -0.21933 9.59521
O -6.45501 1.74918 8.37857
C -6.06092 2.91267 9.13160
C -4.66482 2.78092 9.70801
C -7.50745 -0.47939 7.84227
H -6.79300 3.11769 9.91555
H -6.09307 3.75042 8.43619
H -4.61910 1.99209 10.45213
H -4.35613 3.71045 10.18655
H -3.94900 2.52783 8.92479
H -8.41077 0.02121 7.50431
H -7.74195 -1.47614 8.20998
H -6.77025 -0.54003 7.04591
*
```

=====

# 2
# C30H72ClN6O12Zn

C30H72ClN6O12Zn as an isolated structure (ωB97M-V/def2-TZVPD, OMol25).

As for the energy: -4656.94217 Ha. The calculation puts the LUMO energy at -1.78 eV.

The geometry in ORCA input format:
```
! wB97M-V def2-TZVPD RIJCOSX def2/J DEFGRID3
* xyz 1 1
Zn 0.11801 0.02167 -0.55735
Cl 1.59046 -1.71181 -1.19102
C 3.50811 -0.55165 -4.82858
O 4.85096 -0.19315 -4.65856
C 5.63133 -0.88980 -3.73315
C 6.82504 0.10731 -3.56321
O 7.44550 0.59890 -4.71741
C 8.13533 -0.36476 -5.40175
H 3.57515 -1.39099 -5.52076
H 2.97345 0.29227 -5.26452
H 3.14821 -0.80556 -3.83153
H 6.00404 -1.85513 -4.07568
H 5.15466 -1.20024 -2.80336
H 7.45308 -0.38403 -2.82007
H 6.42093 0.98712 -3.06248
H 8.35676 -0.01268 -6.40927
H 7.57970 -1.30099 -5.45502
H 9.13012 -0.65322 -5.06222
C -2.87731 4.51275 -2.48628
O -4.01611 3.91472 -1.91343
C -5.22395 4.65138 -2.04823
C -6.25526 3.97006 -1.24374
O -5.77098 3.46171 -0.01834
C -6.73507 2.71570 0.79164
H -3.07873 4.28260 -3.53250
H -2.00110 3.93354 -2.19499
H -2.90433 5.58692 -2.30314
H -5.61205 4.83769 -3.04962
H -5.06717 5.60865 -1.55109
H -6.58323 3.23506 -1.97880
H -6.98802 4.75739 -1.06690
H -7.31563 3.45260 1.34665
H -6.28170 2.05417 1.52985
H -7.56984 2.32512 0.20964
C -3.44331 -3.68281 8.83818
O -2.85102 -3.76281 7.53452
C -3.55240 -4.59596 6.61405
C -3.07667 -4.56468 5.13330
O -3.39858 -3.33872 4.43310
C -2.79179 -3.05361 3.20199
H -4.46321 -3.30043 8.87911
H -2.87995 -2.88809 9.32721
H -3.43348 -4.51998 9.53614
H -4.63440 -4.47682 6.67045
H -3.28230 -5.59426 6.95834
H -3.75874 -5.22674 4.59986
H -2.05338 -4.93987 5.11893
H -3.61147 -2.89989 2.50013
H -2.23708 -3.88820 2.77322
H -2.35601 -2.05872 3.11040
C 3.63799 1.95213 -1.85412
C 2.75019 2.13475 -0.61215
O 1.80260 1.39595 -0.36247
N 3.06922 3.11035 0.22594
C 2.37957 3.45976 1.48350
H 4.71987 1.88305 -1.74073
H 3.48045 2.76748 -2.56015
H 3.36478 0.96433 -2.22523
H 3.45986 3.88516 -0.29095
H 1.44395 4.00361 1.35334
H 3.02932 3.98229 2.18556
H 2.05414 2.58087 2.04005
C 0.34709 2.72295 -3.76814
C 0.18916 1.26363 -3.67038
O 0.12965 0.81059 -2.50952
N -0.05024 0.63614 -4.81045
C -0.39178 -0.75693 -4.88208
H -0.30722 3.24208 -3.06780
H 0.14746 3.08385 -4.77710
H 1.40181 2.93175 -3.58906
H 0.00604 1.02369 -5.74144
H -0.21999 -1.05924 -5.91513
H -1.45846 -0.92308 -4.73145
H 0.26940 -1.38056 -4.28040
C 5.71932 -2.17217 0.52006
C 4.75716 -3.15147 1.22878
O 5.07714 -3.74606 2.28140
N 3.55662 -3.36108 0.70287
C 2.54514 -4.25799 1.34534
H 5.41508 -1.16444 0.80293
H 5.64126 -2.12347 -0.56605
H 6.71774 -2.34834 0.92034
H 3.21413 -2.76971 -0.04082
H 2.69799 -4.45793 2.40589
H 2.69952 -5.09806 0.66817
H 1.52411 -3.91654 1.17501
C 0.27668 0.51620 3.61841
C 1.03598 -0.22585 2.49445
O 0.35637 -0.33548 1.46990
N 2.21356 -0.68386 2.44600
C 3.07328 -0.77059 3.65053
H -0.35274 1.29640 3.19037
H 1.00176 0.94834 4.30806
H -0.27959 -0.25804 4.14681
H 2.57149 -0.88253 1.52269
H 3.71898 -1.59988 3.36163
H 2.50668 -0.88815 4.57424
H 3.69270 0.12539 3.69073
C -3.67925 -0.71513 -1.93161
C -2.56436 -1.55418 -1.34041
O -1.60397 -0.94523 -0.81877
N -2.72238 -2.86732 -1.31202
C -1.83792 -3.76024 -0.65351
H -4.54758 -0.56842 -1.28929
H -3.99642 -1.09467 -2.90293
H -3.25212 0.26098 -2.16153
H -3.67131 -3.19778 -1.41418
H -1.42358 -3.31056 0.24883
H -1.00039 -4.00974 -1.30497
H -2.30637 -4.71710 -0.42312
C -3.27487 1.27380 1.44179
C -2.10817 2.10188 0.84898
O -1.06562 1.60930 0.35718
N -2.13628 3.35723 1.06516
C -3.16325 4.25240 1.66135
H -4.30575 1.38766 1.10649
H -3.37118 1.39606 2.52062
H -3.04968 0.20791 1.40615
H -1.23359 3.79817 0.96109
H -3.80600 3.71552 2.35902
H -3.69944 4.73317 0.84314
H -2.61201 5.05471 2.15178
*
```

=====

# 3
# C30H72FN4O18P2S2

A 6-piece molecular cluster, C30H72FN4O18P2S2 overall (ωB97M-V/def2-TZVPD, OMol25).

As for the energy: -4338.11194 Ha. The calculation puts the LUMO energy at -4.02 eV.

The geometry in ORCA input format:
```
! wB97M-V def2-TZVPD RIJCOSX def2/J DEFGRID3
* xyz 1 1
N 4.28058 -2.84375 -1.42902
P 2.90288 -3.55310 -1.48517
O 3.19693 -5.06724 -1.86616
O 2.07178 -2.83252 -2.61553
N 2.08167 -3.50974 0.14868
C 1.78781 -2.06058 0.60519
C 0.55820 -1.44079 -0.06781
C 0.71366 0.09047 0.04179
C 1.76247 0.63086 -0.96855
C 1.22018 1.26397 -2.24868
C 0.46593 0.26722 -3.16360
C -1.07950 0.46622 -3.12013
S -1.91949 -1.07151 -3.62953
C -2.99901 -1.47427 -2.30911
N -3.92488 -2.32844 -2.52111
N -4.56801 -2.44682 -1.30649
C -4.05016 -1.68751 -0.47959
O -2.99092 -1.02698 -1.05845
C 0.89930 -4.44004 0.33369
P -0.27822 -4.64026 -1.04431
O -1.06734 -3.47305 -1.37773
O -1.22967 -5.80436 -0.58334
O 0.40711 -5.19427 -2.36340
S 3.26675 -4.10978 1.39428
O 3.99091 -3.02233 1.86751
O 3.94058 -5.21134 0.87453
F 2.36195 -4.58545 2.53339
H 4.44945 -2.43073 -0.51430
H 3.72023 -4.98595 -2.69172
H 1.10258 -2.98769 -2.60484
H 2.65140 -1.44282 0.37826
H 1.60497 -2.10910 1.67704
H 0.43556 -1.66163 -1.12132
H -0.33129 -1.67822 0.51644
H 1.04298 0.39493 1.03740
H -0.23116 0.57387 -0.19972
H 2.40412 -0.20364 -1.28648
H 2.40841 1.32908 -0.43588
H 0.64891 2.17977 -2.08344
H 2.09820 1.58909 -2.81457
H 0.77468 -0.76076 -2.99468
H 0.75499 0.51168 -4.18790
H -1.44593 0.85784 -2.17180
H -1.30672 1.23350 -3.85982
H -4.36752 -1.58275 0.54017
H 1.29517 -5.42864 0.58812
H 0.35317 -4.12333 1.22882
H -1.62982 -5.53262 0.27978
H 0.84499 -6.04444 -2.15699
C -3.10723 -6.90497 2.22122
O -3.29436 -5.51614 1.97095
C -4.25224 -5.21194 0.94162
C -5.56731 -4.75279 1.53272
O -6.23606 -5.81223 2.19790
C -6.11848 -5.74835 3.60970
H -2.52886 -7.00409 3.13919
H -4.05981 -7.42065 2.35014
H -2.54742 -7.36823 1.40116
H -4.40929 -6.05824 0.26582
H -3.82089 -4.38748 0.35945
H -6.21612 -4.42269 0.71657
H -5.41403 -3.90239 2.20715
H -6.73236 -4.93225 4.00431
H -5.08038 -5.60989 3.92448
H -6.48459 -6.68841 4.01878
C 4.70864 -1.98166 -4.35217
O 5.12591 -2.27401 -5.67172
C 5.37923 -1.10586 -6.44426
C 6.86189 -0.82776 -6.56024
O 7.42157 -0.46195 -5.30692
C 8.14187 -1.51701 -4.69252
H 4.73121 -2.89585 -3.76819
H 5.36957 -1.25519 -3.87353
H 3.68208 -1.59596 -4.36107
H 4.85784 -0.24086 -6.02287
H 4.97579 -1.28986 -7.44453
H 7.00606 0.02048 -7.23658
H 7.38428 -1.68938 -6.98581
H 9.08622 -1.68812 -5.21909
H 7.56249 -2.44344 -4.67115
H 8.36299 -1.21902 -3.66850
C -2.10887 -2.49380 3.12487
O -0.78396 -2.44049 3.63415
C -0.39086 -1.09167 3.90316
C -0.46325 -0.77715 5.38254
O -1.80167 -0.77979 5.84446
C -2.14522 -1.95954 6.55711
H -2.46061 -3.52500 3.12926
H -2.78948 -1.89812 3.73660
H -2.12525 -2.12297 2.08968
H -1.00396 -0.38840 3.33086
H 0.64510 -0.98256 3.57533
H -0.06781 0.23092 5.54390
H 0.15283 -1.47561 5.95687
H -1.66308 -1.96137 7.53913
H -1.86134 -2.86084 6.00825
H -3.22447 -1.96130 6.69853
C 0.42840 3.69765 2.82265
O -0.27328 3.40489 1.62490
C -1.63632 3.07076 1.85829
C -2.55800 4.22769 1.53437
O -2.37737 5.30143 2.43859
C -1.61351 6.36829 1.89189
H 1.38881 4.13275 2.54934
H -0.11506 4.41179 3.44429
H 0.60923 2.77808 3.39161
H -1.78358 2.73858 2.89052
H -1.87913 2.23207 1.19417
H -3.59399 3.88810 1.64004
H -2.41595 4.55716 0.50024
H -2.20276 6.91392 1.14960
H -0.68890 6.00972 1.43314
H -1.35916 7.04897 2.70239
C -1.39368 12.45228 0.11310
O -0.22311 12.09249 -0.60143
C 0.51540 11.05621 0.02691
C 0.28920 9.72358 -0.65457
O -1.04375 9.26298 -0.47555
C -1.85031 9.46163 -1.62467
H -1.99138 13.09709 -0.52939
H -1.98908 11.57617 0.38163
H -1.12937 13.00845 1.01835
H 0.26901 10.99192 1.09114
H 1.57458 11.31887 -0.05990
H 0.94963 8.97999 -0.19547
H 0.54096 9.78617 -1.71729
H -1.56504 8.75780 -2.41428
H -1.77214 10.48388 -2.00092
H -2.88549 9.27056 -1.34437
*
```

=====

Number 1: HOMO-LUMO gap 9.3986 eV, molecular weight 1178.25 g/mol. Number 2: HOMO-LUMO gap 8.9093 eV, molecular weight 809.78 g/mol. Number 3: HOMO-LUMO gap 6.4230 eV, molecular weight 922.00 g/mol.